C27H79BrFN2O20 | ωB97M-V/def2-TZVPD

Multiplicity ... 1
Calculated total energy ... -5363.9931 a.u.
E_HOMO ... -4.70 eV
Charge ... -1

```
130
C27H79BrFN2O20 (ωB97M-V/def2-TZVPD)
O 1.78 -4.26 2.48
C 1.46 -3.74 1.39
O 1.60 -4.44 0.30
C 0.93 -2.25 1.28
O 0.48 -1.75 2.55
C -0.44 -2.36 0.41
C -1.69 -2.79 1.33
C -2.56 -1.52 1.74
F -2.78 -1.57 3.16
N 1.93 -1.30 0.69
Br 1.88 -1.54 -1.17
C 3.25 -1.41 1.24
C 3.52 -1.66 2.67
C 4.89 -1.73 3.13
N 6.02 -1.59 2.38
C 5.77 -1.33 1.07
C 4.47 -1.22 0.43
H 0.31 -2.50 3.15
H -0.37 -3.14 -0.37
H -0.74 -1.35 0.00
H -1.38 -3.42 2.20
H -2.36 -3.39 0.64
H -3.54 -1.44 1.17
H -2.02 -0.54 1.53
H 2.70 -1.78 3.41
H 5.04 -1.93 4.22
H 6.69 -1.20 0.41
H 4.46 -0.99 -0.65
C 0.95 -7.86 -0.34
O 0.00 -6.85 -0.57
H 0.43 -8.79 -0.08
H 1.54 -8.03 -1.25
H 1.62 -7.57 0.48
H 0.48 -6.04 -0.80
C -0.38 2.44 2.64
O -0.36 1.32 1.76
H -1.25 3.05 2.41
H -0.43 2.10 3.67
H 0.53 3.04 2.48
H 0.42 0.80 1.98
C -1.01 -10.36 -2.63
O -0.43 -11.41 -1.87
H -0.24 -9.93 -3.27
H -1.82 -10.75 -3.24
H -1.39 -9.58 -1.96
H -1.13 -11.77 -1.31
C 9.61 -1.31 0.06
O 8.64 -0.29 -0.19
H 9.09 -2.22 0.34
H 10.20 -1.48 -0.84
H 10.27 -1.00 0.87
H 9.12 0.50 -0.43
C -0.24 -2.99 -3.72
O -1.14 -2.77 -2.64
H 0.78 -3.01 -3.33
H -0.47 -3.95 -4.20
H -0.34 -2.18 -4.45
H -2.03 -2.75 -3.01
C -1.79 5.56 0.15
O -1.20 6.04 1.35
H -1.00 5.22 -0.52
H -2.46 4.72 0.38
H -2.36 6.36 -0.34
H -1.92 6.33 1.92
C 2.10 3.27 -0.65
O 2.68 2.24 0.14
H 2.87 3.69 -1.29
H 1.30 2.85 -1.26
H 1.70 4.05 0.01
H 1.99 1.87 0.70
C -4.04 -0.61 -1.57
O -4.95 -0.40 -0.49
H -3.03 -0.62 -1.19
H -4.26 -1.57 -2.05
H -4.14 0.20 -2.30
H -5.84 -0.40 -0.86
C -2.27 1.30 -4.52
O -2.26 0.12 -3.73
H -3.12 1.26 -5.20
H -2.38 2.18 -3.87
H -1.35 1.37 -5.10
H -1.51 0.18 -3.14
C -1.73 9.57 2.25
O -2.12 8.56 1.33
H -2.62 9.95 2.74
H -1.06 9.15 3.00
H -1.24 10.39 1.72
H -1.31 8.24 0.91
C -1.64 -1.09 -7.05
O -1.35 0.10 -7.78
H -2.02 -0.80 -6.07
H -2.40 -1.67 -7.57
H -0.74 -1.68 -6.92
H -1.02 -0.18 -8.64
C -5.78 2.53 0.29
O -7.19 2.51 0.47
H -5.55 2.77 -0.75
H -5.33 3.29 0.94
H -5.36 1.55 0.54
H -7.36 2.30 1.39
C 13.40 -1.35 0.08
O 12.44 -0.33 -0.17
H 12.88 -2.26 0.36
H 13.99 -1.54 -0.83
H 14.06 -1.05 0.89
H 12.92 0.46 -0.42
C -4.01 13.17 2.83
O -3.88 11.81 2.41
H -3.33 13.34 3.66
H -3.75 13.83 2.00
H -5.04 13.35 3.15
H -4.49 11.68 1.67
C -8.69 -1.08 -1.82
O -8.11 -0.60 -0.62
H -7.90 -1.41 -2.49
H -9.35 -1.92 -1.61
H -9.26 -0.28 -2.31
H -8.84 -0.32 -0.04
C -1.28 11.95 6.26
O -2.66 11.74 6.50
H -0.75 11.93 7.21
H -0.89 11.16 5.61
H -1.13 12.93 5.78
H -3.11 11.76 5.64
C 1.55 -13.55 0.53
O 2.16 -12.48 -0.16
H 2.03 -13.66 1.50
H 0.48 -13.34 0.68
H 1.66 -14.48 -0.04
H 1.72 -12.40 -1.02
```

Mulliken population analysis, charges in e, atoms 1 to 4:
1 O -0.73
2 C 0.05
3 O -0.78
4 C 1.22

=====

C27H80N6O10 | ωB97M-V/def2-TZVPD

SMILES ... COC[C@H](C)N.COC[C@H](C)N.COC[C@H](C)N.COC[C@H](C)N.COC[C@H](C)N.COC[C@H](C)N.CO.CO.CO.O
Energy above the lowest of the compared OMol25 structures with the same formula, charge and spin ... 8.1 kcal per mole
Multiplicity ... 1
Calculated total energy ... -2157.3991 a.u.
E_HOMO ... -8.92 eV

```
123
C27H80N6O10 (ωB97M-V/def2-TZVPD)
C -4.78 4.98 -2.60
O -4.09 4.11 -1.74
C -4.34 2.78 -2.13
C -3.56 1.75 -1.31
C -3.99 0.42 -1.84
N -3.92 1.79 0.15
H -4.61 5.95 -2.21
H -5.83 4.62 -2.55
H -4.51 5.02 -3.70
H -5.37 2.54 -1.93
H -4.13 2.68 -3.20
H -2.53 1.89 -1.27
H -5.01 0.18 -1.55
H -3.37 -0.31 -1.33
H -3.78 0.29 -2.88
H -3.94 2.78 0.51
H -4.93 1.59 0.26
C -2.96 -7.03 1.99
O -2.76 -6.15 0.96
C -2.38 -4.87 1.46
C -2.23 -3.99 0.25
C -1.45 -2.72 0.57
N -3.52 -3.73 -0.38
H -2.18 -7.04 2.74
H -3.10 -8.04 1.64
H -3.90 -6.76 2.50
H -3.06 -4.47 2.21
H -1.49 -4.99 2.04
H -1.58 -4.51 -0.51
H -1.04 -2.22 -0.33
H -0.62 -2.90 1.17
H -2.13 -1.94 1.05
H -3.34 -3.20 -1.27
H -3.73 -4.65 -0.71
C -0.69 1.88 6.62
O -1.87 1.88 5.89
C -1.69 1.27 4.58
C -0.80 2.09 3.58
C -1.55 3.40 3.28
N -0.36 1.24 2.49
H 0.14 2.25 5.99
H -0.35 0.90 6.90
H -0.78 2.47 7.54
H -1.25 0.26 4.69
H -2.63 1.06 4.18
H 0.05 2.22 4.19
H -2.59 3.06 3.05
H -0.99 4.00 2.57
H -1.67 4.00 4.24
H -1.01 1.06 1.74
H 0.44 1.60 1.98
C 2.79 -0.08 3.26
O 2.71 1.36 2.99
C 3.98 1.90 2.50
C 3.71 3.42 2.32
C 4.87 4.11 1.61
N 3.59 3.98 3.62
H 2.71 -0.37 4.33
H 3.78 -0.34 2.87
H 2.01 -0.63 2.71
H 4.82 1.82 3.16
H 4.23 1.50 1.47
H 2.78 3.49 1.72
H 5.78 4.14 2.24
H 4.60 5.21 1.48
H 5.08 3.77 0.59
H 2.88 3.55 4.16
H 3.30 5.02 3.55
C -0.34 -6.89 -1.71
O -0.27 -5.81 -2.65
C 1.02 -5.58 -3.09
C 1.51 -4.14 -2.86
C 2.94 -3.99 -3.19
N 1.34 -3.79 -1.43
H -0.06 -7.88 -2.10
H -1.35 -7.00 -1.41
H 0.34 -6.63 -0.91
H 1.73 -6.30 -2.60
H 1.13 -5.90 -4.15
H 0.77 -3.46 -3.36
H 3.35 -2.94 -3.15
H 3.10 -4.50 -4.14
H 3.51 -4.55 -2.45
H 0.40 -3.92 -1.11
H 1.97 -4.31 -0.83
C -1.38 5.56 -3.16
O -0.15 5.17 -2.60
C -0.26 4.09 -1.68
C 1.15 3.94 -1.05
C 2.17 3.99 -2.14
N 1.24 2.64 -0.37
H -1.69 4.97 -4.04
H -1.28 6.65 -3.49
H -2.12 5.63 -2.35
H -1.01 4.34 -0.93
H -0.49 3.21 -2.22
H 1.37 4.73 -0.36
H 2.17 4.94 -2.75
H 2.16 3.16 -2.87
H 3.18 3.90 -1.75
H 0.66 2.61 0.50
H 0.81 1.93 -0.94
C 6.77 0.72 0.56
O 6.68 -0.30 1.54
H 7.78 0.79 0.17
H 6.05 0.50 -0.28
H 6.64 1.76 0.94
H 6.01 -0.03 2.17
C 2.95 -0.43 -0.23
O 1.68 -0.75 -0.77
H 3.44 -1.27 0.34
H 3.68 -0.08 -1.01
H 2.74 0.43 0.42
H 1.57 -1.66 -1.11
C -2.42 -3.62 -4.78
O -2.52 -5.01 -4.59
H -3.27 -3.30 -5.49
H -2.54 -3.07 -3.87
H -1.53 -3.26 -5.29
H -1.92 -5.40 -3.95
O -0.57 0.32 -1.85
H 0.18 -0.07 -1.34
H -0.89 -0.39 -2.41
```

Mulliken population analysis, charges in e, atoms 1 to 4:
1 C -0.85
2 O -0.24
3 C -1.05
4 C 1.25

=====

C27H80N8O13 | ωB97M-V/def2-TZVPD

Energy above the lowest of the compared OMol25 structures with the same formula, charge and spin ... 158.5 kcal per mole
Multiplicity ... 1
Calculated total energy ... -2492.5380 a.u.
E_HOMO ... -8.88 eV

```
128
C27H80N8O13 (ωB97M-V/def2-TZVPD)
C -1.84 -1.50 -3.26
O -1.87 -2.63 -2.39
H -0.79 -1.16 -3.27
H -2.50 -0.72 -2.91
H -2.18 -1.88 -4.23
H -1.64 -2.37 -1.51
C -0.71 -3.94 3.62
O -0.39 -3.00 2.61
H 0.06 -4.77 3.63
H -1.65 -4.32 3.31
H -0.84 -3.47 4.65
H -0.44 -3.48 1.74
C 0.08 -4.97 -0.34
O -0.97 -5.90 -0.53
N 0.59 -4.73 0.81
N 0.52 -4.16 -1.26
H 0.36 -5.40 1.53
H 1.43 -4.12 0.95
H 0.18 -4.24 -2.27
H 1.41 -3.68 -1.16
C 0.00 -0.89 -0.34
O 1.04 -0.82 -1.26
N -0.63 -1.94 -0.01
N -0.44 0.20 0.13
H -0.25 -2.86 -0.34
H -1.38 -1.91 0.74
H -0.15 1.07 -0.28
H -1.38 0.15 0.52
C 3.36 -3.35 -0.02
O 4.23 -4.35 -0.16
N 2.83 -3.03 1.10
N 2.80 -2.84 -1.07
H 3.06 -3.58 1.94
H 2.23 -2.22 1.36
H 3.18 -3.19 -2.00
H 2.22 -2.01 -1.13
C -0.12 3.76 -0.37
O -0.66 2.61 -0.78
N -0.68 4.93 -0.51
N 1.14 3.90 -0.02
H -1.68 5.03 -0.83
H -0.03 5.76 -0.58
H 1.78 3.04 0.02
H 1.68 4.76 0.08
C 4.10 0.11 -0.14
C 3.60 1.48 0.20
C 4.35 2.49 -0.72
O 2.36 1.60 0.10
H 5.20 0.19 -0.37
H 3.70 -0.35 -1.01
H 3.88 -0.50 0.76
H 3.78 1.65 1.28
H 5.43 2.52 -0.65
H 3.97 3.52 -0.66
H 4.11 2.21 -1.74
H 1.94 0.91 0.65
C -5.23 -2.01 1.45
C -3.78 -2.47 1.74
C -3.43 -3.62 0.75
O -2.89 -1.56 1.66
H -5.97 -2.84 1.24
H -5.17 -1.36 0.60
H -5.65 -1.52 2.31
H -3.74 -2.79 2.73
H -3.38 -3.24 -0.30
H -4.14 -4.40 0.85
H -2.42 -3.87 0.95
H -2.86 -1.13 2.53
C 1.04 1.03 3.03
C 1.86 -0.22 3.13
C 1.84 -1.04 4.37
O 1.67 -1.07 2.22
H 0.03 0.88 2.67
H 1.54 1.77 2.42
H 0.96 1.44 4.08
H 2.90 0.18 2.96
H 1.94 -0.44 5.28
H 2.65 -1.77 4.25
H 0.92 -1.66 4.53
H 0.81 -1.52 2.36
C -3.57 0.68 -0.84
C -3.57 1.46 0.44
C -4.05 2.85 0.20
O -4.30 0.89 1.24
H -4.59 0.56 -1.16
H -3.04 -0.29 -0.77
H -3.05 1.29 -1.55
H -2.60 1.50 0.87
H -4.94 2.88 -0.38
H -3.32 3.45 -0.36
H -4.16 3.46 1.13
H -3.92 -0.02 1.36
C -0.13 3.25 -4.20
C -1.13 2.10 -4.19
C -1.10 1.35 -5.57
O -0.99 1.31 -3.21
H -0.04 3.77 -5.10
H 0.82 2.81 -4.04
H -0.20 3.88 -3.32
H -2.11 2.48 -4.02
H -1.42 1.85 -6.47
H -1.85 0.58 -5.48
H -0.13 0.95 -5.88
H -0.82 1.79 -2.44
C -1.48 3.37 2.67
C -0.97 4.05 3.89
C -1.12 3.35 5.16
O 0.21 4.34 3.78
H -0.87 2.67 2.08
H -1.71 4.20 2.03
H -2.44 2.93 2.92
H -1.39 5.01 3.92
H -0.82 2.28 5.13
H -2.05 3.42 5.59
H -0.57 3.82 5.92
H 0.30 4.93 2.99
C 4.43 -0.96 -3.27
C 3.00 -0.58 -3.82
C 2.58 0.80 -3.42
O 2.81 -0.66 -5.04
H 5.08 -1.18 -4.07
H 4.52 -1.83 -2.63
H 4.86 -0.04 -2.83
H 2.28 -1.21 -3.35
H 1.52 0.83 -3.69
H 3.20 1.57 -3.85
H 2.56 1.09 -2.35
H 3.37 -1.35 -5.38
```

Mulliken population analysis, charges in e, atoms 1 to 4:
1 C -0.10
2 O -0.58
3 H -0.06
4 H 0.14

=====

- Which of these has the lowest calculated total energy?
  C27H79BrFN2O20

=====

- What is the formula in the second record?
  C27H80N6O10

=====

- The lowest calculated total energy belongs to which entry?
  C27H79BrFN2O20